{"formula": "C37H80ClO14P", "method": "ωB97M-V/def2-TZVPD", "elements": ["C", "C", "C", "C", "P", "O", "Cl", "C", "O", "C", "C", "C", "O", "O", "C", "C", "O", "H", "H", "H", "H", "H", "H", "H", "H", "C", "C", "C", "O", "H", "H", "H", "H", "H", "H", "H", "H", "C", "C", "C", "O", "H", "H", "H", "H", "H", "H", "H", "H", "C", "C", "C", "O", "H", "H", "H", "H", "H", "H", "H", "H", "C", "C", "C", "O", "H", "H", "H", "H", "H", "H", "H", "H", "C", "C", "C", "O", "H", "H", "H", "H", "H", "H", "H", "H", "C", "C", "C", "O", "H", "H", "H", "H", "H", "H", "H", "H", "C", "C", "C", "O", "H", "H", "H", "H", "H", "H", "H", "H", "C", "C", "C", "O", "H", "H", "H", "H", "H", "H", "H", "H", "C", "C", "C", "O", "H", "H", "H", "H", "H", "H", "H", "H"], "coordinates": [[5.5017, -1.8226, -2.4983], [5.0968, -1.5666, -3.7430], [3.6395, -1.1678, -3.9048], [3.2553, 0.0739, -3.5993], [4.4107, 1.3874, -2.9548], [4.4641, 2.6128, -4.0991], [3.5115, 2.1703, -1.2050], [1.7496, 0.3644, -3.7913], [1.3519, 1.3761, -4.2688], [0.8247, -0.7816, -3.3427], [-0.4560, -0.4801, -2.5607], [-1.6411, 0.0365, -3.4307], [-2.2209, -0.6856, -4.1542], [-1.9727, 1.3508, -3.2605], [1.2071, -2.0190, -3.6332], [2.5426, -2.1539, -4.3838], [2.7212, -2.9466, -5.2445], [4.7628, -2.1923, -1.7690], [6.5489, -1.6914, -2.1905], [5.8001, -1.6775, -4.5771], [4.0277, 2.2671, -4.8991], [-0.1838, 0.2569, -1.7731], [-0.7057, -1.4019, -2.0012], [-1.7632, 1.5491, -2.3313], [0.6344, -2.9149, -3.3667], [-2.9501, -1.2935, -8.8459], [-2.3807, 0.0770, -8.5106], [-0.8770, 0.0101, -8.2859], [-3.0152, 0.5854, -7.3414], [-2.7800, -1.9948, -8.0239], [-4.0296, -1.2331, -8.9949], [-2.4947, -1.7011, -9.7511], [-2.5999, 0.7739, -9.3221], [-0.6404, -0.6494, -7.4453], [-0.4832, 0.9973, -8.0370], [-0.3596, -0.3588, -9.1743], [-2.8278, -0.0229, -6.6148], [-3.5257, -2.1184, -0.6063], [-2.5677, -2.3515, 0.5486], [-3.2803, -2.9497, 1.7505], [-1.9649, -1.1127, 0.9197], [-4.3141, -1.4151, -0.3229], [-3.0042, -1.6770, -1.4574], [-3.9927, -3.0510, -0.9291], [-1.7636, -3.0196, 0.2297], [-4.0607, -2.2758, 2.1161], [-2.5791, -3.0997, 2.5745], [-3.7379, -3.9097, 1.5017], [-2.6656, -0.5113, 1.2040], [-1.5977, -2.4540, 5.7725], [-0.1296, -2.0635, 5.7272], [0.0849, -0.6536, 6.2572], [0.3446, -2.1462, 4.3828], [-2.1978, -1.7842, 5.1483], [-1.7379, -3.4630, 5.3803], [-1.9859, -2.4196, 6.7924], [0.4571, -2.7699, 6.3178], [-0.4597, 0.0754, 5.6491], [1.1414, -0.3828, 6.2091], [-0.2517, -0.5641, 7.2919], [-0.1665, -1.5266, 3.8474], [-2.1107, 3.8679, 2.0328], [-2.8806, 2.5643, 2.1577], [-3.3013, 2.3047, 3.5963], [-2.0676, 1.4820, 1.6949], [-1.1949, 3.8382, 2.6323], [-1.8082, 4.0356, 0.9982], [-2.7150, 4.7151, 2.3611], [-3.7639, 2.5983, 1.5174], [-2.4256, 2.2222, 4.2475], [-3.8449, 1.3608, 3.6729], [-3.9397, 3.1061, 3.9721], [-1.2817, 1.4407, 2.2530], [-2.9591, -7.8933, 3.9047], [-2.3979, -6.5161, 4.2234], [-0.8914, -6.5640, 4.4298], [-3.0240, -6.0070, 5.4016], [-2.7723, -8.5881, 4.7288], [-4.0410, -7.8438, 3.7694], [-2.5121, -8.3024, 2.9966], [-2.6344, -5.8267, 3.4104], [-0.6364, -7.2151, 5.2713], [-0.5052, -5.5707, 4.6671], [-0.3812, -6.9322, 3.5378], [-2.8216, -6.6084, 6.1277], [0.9426, -5.6421, -6.7280], [1.3842, -6.6668, -5.6957], [2.8780, -6.9358, -5.7905], [0.6657, -7.8853, -5.8900], [1.1382, -6.0028, -7.7424], [-0.1323, -5.4643, -6.6562], [1.4639, -4.6940, -6.5891], [1.1391, -6.3078, -4.6941], [3.1371, -7.3398, -6.7736], [3.1810, -7.6793, -5.0508], [3.4547, -6.0234, -5.6260], [0.8741, -8.2133, -6.7724], [-5.2250, 7.6896, -0.4031], [-4.2528, 6.8048, 0.3616], [-2.8520, 7.3986, 0.3659], [-4.2207, 5.5063, -0.2302], [-4.9172, 7.7906, -1.4478], [-6.2229, 7.2480, -0.4066], [-5.2855, 8.6857, 0.0395], [-4.6014, 6.6790, 1.3888], [-2.4670, 7.4902, -0.6538], [-2.1624, 6.7501, 0.9093], [-2.8424, 8.3862, 0.8312], [-3.9142, 5.6024, -1.1398], [4.6226, 2.3355, 2.9205], [6.1428, 2.3439, 2.9304], [6.6830, 3.6480, 3.4971], [6.6313, 2.1617, 1.6016], [4.2329, 3.1416, 2.2940], [4.2479, 1.3986, 2.5024], [4.2201, 2.4544, 3.9282], [6.5114, 1.5052, 3.5244], [6.3614, 4.4975, 2.8885], [7.7749, 3.6448, 3.4895], [6.3409, 3.8061, 4.5218], [6.3119, 2.8972, 1.0655], [1.4443, 5.5011, 5.2127], [2.9655, 5.5110, 5.2177], [3.5080, 6.8120, 5.7890], [3.4491, 5.3342, 3.8873], [1.0537, 6.3111, 4.5896], [1.0692, 4.5663, 4.7918], [1.0444, 5.6150, 6.2221], [3.3358, 4.6692, 5.8065], [3.1849, 7.6648, 5.1849], [4.5993, 6.8091, 5.7779], [3.1697, 6.9650, 6.8157], [3.1293, 6.0720, 3.3547]], "atomic_forces_ev_per_a": [[0.07, -0.25, 0.15], [-0.54, -0.49, 0.15], [0.70, -0.75, -0.42], [-1.87, 1.01, -0.06], [2.08, 0.03, 0.08], [-1.09, -1.48, 0.42], [-0.55, -0.15, -0.93], [0.76, -1.87, 0.90], [-0.50, 1.19, -0.32], [-0.48, 0.59, 0.19], [0.74, 0.52, 0.46], [1.21, 0.62, 1.74], [-0.77, -0.73, -1.53], [0.01, -0.89, 0.49], [1.10, -0.02, -0.42], [-0.65, 1.17, 1.87], [0.49, -1.10, -1.03], [0.42, 1.06, 0.08], [-0.42, -0.86, -0.28], [-0.41, 0.89, 0.14], [-0.10, 0.60, 0.16], [-0.23, -0.27, -0.46], [-0.31, 0.46, -0.56], [0.14, 0.38, -0.42], [0.22, 0.33, -0.34], [-0.17, -0.02, -0.17], [0.19, -0.50, 0.46], [0.15, 0.19, -0.09], [-0.11, 0.21, -0.16], [0.12, 0.04, -0.01], [0.04, 0.04, -0.04], [-0.01, -0.03, 0.03], [-0.08, 0.08, 0.13], [-0.08, -0.09, -0.06], [-0.04, 0.00, -0.06], [0.01, -0.02, 0.04], [-0.03, 0.08, 0.06], [0.03, -0.04, -0.24], [-0.49, 0.36, 0.22], [0.15, -0.20, 0.16], [0.27, -0.43, -0.15], [-0.02, -0.09, 0.11], [-0.01, -0.10, -0.02], [-0.02, 0.05, -0.03], [0.10, 0.13, 0.06], [-0.05, -0.01, -0.13], [0.02, -0.05, -0.06], [-0.03, 0.03, 0.04], [0.25, 0.21, -0.01], [-0.04, -0.26, 0.01], [-0.48, 0.52, -0.30], [0.25, 0.03, 0.12], [0.24, -0.21, 0.07], [0.06, 0.11, 0.07], [-0.01, -0.01, 0.11], [-0.03, 0.00, -0.04], [0.09, -0.03, -0.18], [-0.12, -0.08, 0.03], [-0.02, -0.05, 0.04], [-0.01, 0.03, -0.03], [-0.01, -0.09, 0.01], [0.06, 0.10, -0.20], [0.42, 0.21, 0.51], [-0.18, -0.15, 0.01], [-0.33, 0.04, -0.20], [-0.09, -0.05, 0.12], [-0.12, 0.03, 0.01], [0.02, -0.01, -0.02], [0.11, -0.12, -0.10], [0.03, 0.12, -0.04], [-0.04, 0.06, -0.03], [0.03, -0.02, 0.02], [-0.03, -0.03, -0.07], [-0.20, 0.01, -0.16], [0.27, -0.55, 0.41], [0.11, 0.22, -0.06], [-0.15, 0.30, -0.13], [0.13, 0.03, -0.02], [0.04, 0.04, -0.05], [-0.01, -0.03, 0.04], [-0.10, 0.10, 0.16], [-0.07, -0.10, -0.07], [-0.02, 0.00, -0.09], [0.02, -0.01, 0.04], [0.00, 0.03, -0.07], [-0.19, 0.20, 0.05], [0.26, -0.08, -0.71], [0.13, -0.04, 0.25], [-0.16, -0.05, 0.33], [0.12, -0.03, 0.05], [0.03, 0.00, 0.06], [-0.01, -0.03, -0.03], [-0.11, -0.17, 0.00], [-0.06, 0.11, -0.04], [-0.03, 0.06, 0.02], [0.00, -0.02, -0.04], [0.00, 0.06, 0.06], [-0.24, -0.01, 0.09], [0.24, 0.26, -0.63], [0.13, -0.05, 0.20], [-0.08, -0.21, 0.27], [0.11, 0.05, 0.06], [0.03, 0.02, 0.07], [0.00, -0.01, -0.04], [-0.01, -0.19, -0.06], [-0.11, 0.07, -0.02], [-0.05, 0.03, 0.04], [0.02, -0.01, -0.04], [-0.04, 0.01, 0.06], [-0.13, -0.30, -0.03], [-0.32, 0.60, -0.24], [0.26, -0.02, 0.11], [0.20, -0.29, 0.05], [0.07, 0.11, 0.14], [0.07, -0.03, 0.07], [-0.03, 0.07, -0.05], [0.09, -0.05, -0.18], [-0.16, -0.04, 0.06], [-0.03, -0.07, 0.04], [-0.02, 0.05, -0.04], [-0.02, -0.06, 0.05], [-0.10, -0.23, 0.04], [-0.31, 0.60, -0.23], [0.22, -0.03, 0.13], [0.15, -0.26, 0.01], [0.07, 0.08, 0.08], [0.04, -0.01, 0.06], [-0.02, 0.02, -0.04], [0.08, -0.05, -0.18], [-0.12, -0.04, 0.03], [-0.03, -0.05, 0.04], [0.00, 0.03, -0.03], [0.01, -0.03, 0.07]], "mulliken_charge": [-0.6222, -0.6508, 0.1372, 0.2086, 0.2860, -0.4758, -0.2042, 0.2930, -0.5575, 0.2716, -0.1887, 0.6184, -0.5440, -0.4716, -0.3375, 0.0594, -0.5205, 0.2391, 0.2865, 0.3635, 0.3600, 0.5165, -0.0315, 0.3403, 0.5487, -1.1856, 0.3573, -1.0947, -0.5292, 0.2632, 0.3123, 0.3710, 0.3049, 0.1810, 0.3084, 0.3939, 0.3194, -1.1864, 0.5568, -1.4155, -0.2790, 0.3154, 0.1043, 0.4092, 0.3695, 0.3627, 0.2051, 0.4150, 0.2189, -0.7878, 0.4478, -1.1381, -0.5139, 0.1713, -0.0157, 0.4243, 0.3166, 0.0741, 0.3261, 0.3858, 0.2956, -1.0173, 0.3238, -1.3438, -0.3447, 0.3511, 0.2600, 0.2349, 0.2883, 0.2302, 0.3307, 0.4078, 0.2178, -1.4638, 0.7680, -1.0799, -0.5375, 0.3617, 0.3404, 0.3750, 0.0168, 0.3385, 0.1748, 0.3625, 0.3565, -1.0168, 0.4266, -1.1862, -0.5657, 0.3622, 0.3002, 0.1977, 0.2080, 0.3246, 0.3280, 0.3004, 0.3538, -1.4198, 0.4650, -1.1476, -0.4953, 0.3614, 0.3313, 0.3813, 0.2742, 0.3267, 0.2312, 0.3863, 0.3360, -0.9192, 0.2556, -1.0825, -0.5352, 0.1822, 0.3005, 0.2853, 0.2687, 0.2426, 0.3350, 0.3185, 0.3482, -1.3662, 0.5675, -1.4103, -0.4626, 0.3587, 0.2781, 0.3977, 0.2589, 0.3562, 0.3391, 0.3813, 0.2985], "e_tot_ev": -90140.6503, "homo_energy_ev": -8.746, "smiles": "C=CC1=C(P(O)Cl)C(=O)C(CC(=O)O)=CC1=O.CC(C)O.CC(C)O.CC(C)O.CC(C)O.CC(C)O.CC(C)O.CC(C)O.CC(C)O.CC(C)O", "molar_mass_g_mol": 815.46, "orbital_gap_ev": 7.601}